#i
# C4H10N

A 2-piece molecular cluster, C4H10N overall (wB97M-V/def2-TZVPD, the OMol25 dataset).

```
15
C4H10N | the OMol25 dataset | wB97M-V/def2-TZVPD
C 0.89 0.82 -0.69
C 1.95 0.61 0.27
C 0.68 -1.70 -0.40
C -2.27 0.82 0.47
N 0.96 -0.37 -0.29
H -3.02 1.54 0.63
H 0.26 1.39 -1.27
H 3.04 0.38 0.11
H 1.80 0.98 1.36
H 1.39 -2.28 0.23
H -0.49 -1.96 -0.09
H 0.74 -2.02 -1.54
H -1.39 1.16 1.03
H -2.63 -0.23 0.72
H -1.89 0.87 -0.54
```

Results
Net charge: +1
E_LUMO: -5.40 eV

#ii
# C4H10N

A 2-piece molecular cluster, C4H10N overall (wB97M-V/def2-TZVPD, the OMol25 dataset).

```
15
C4H10N | the OMol25 dataset | wB97M-V/def2-TZVPD
C -0.33 -0.81 -1.61
C -0.02 -1.64 -0.51
C 0.01 1.84 1.06
C 0.38 0.57 0.29
N -0.56 -0.33 -0.29
H 0.40 -0.19 -2.18
H -1.15 -1.17 -2.28
H -0.64 -2.58 -0.19
H 1.00 -2.00 -0.22
H -0.25 2.71 0.34
H -0.87 1.63 1.75
H 0.85 2.08 1.75
H 1.55 -0.41 2.42
H 1.21 0.67 -0.31
H -1.56 -0.38 -0.01
```

Results
Net charge: +1
E_LUMO (spin up / spin down): -4.00 / -4.62 eV

#iii
# C4H10N

An isolated ion of composition C4H10N and charge +1 (wB97M-V/def2-TZVPD, the OMol25 dataset).

```
15
C4H10N | the OMol25 dataset | wB97M-V/def2-TZVPD
C -1.40 -0.75 -0.88
C -0.54 -0.46 0.06
N -1.09 0.06 1.36
C 0.94 -0.39 0.03
C 1.47 0.87 -0.70
H -0.93 -1.11 -1.79
H -2.48 -0.79 -0.85
H -0.50 0.85 1.64
H -1.04 -0.64 2.11
H -2.04 0.41 1.29
H 1.32 -1.25 -0.50
H 1.46 -0.44 0.98
H 2.43 1.16 -0.29
H 1.60 0.73 -1.77
H 0.80 1.73 -0.68
```

Results
Net charge: +1
SMILES: C=C([NH3+])CC
E_LUMO: -3.74 eV

#iv
# C4H10N

A 2-piece molecular cluster, C4H10N overall (wB97M-V/def2-TZVPD, the OMol25 dataset).

```
15
C4H10N | the OMol25 dataset | wB97M-V/def2-TZVPD
C -2.37 0.44 -1.11
N -2.30 -0.81 -0.82
H -1.45 0.98 -1.31
H -3.26 0.88 -0.67
H -3.05 -1.26 -0.30
H -1.42 -1.25 -0.54
C 0.92 1.00 0.82
C 1.29 -0.41 0.37
C 2.57 -0.79 0.36
H 1.77 1.36 1.39
H 0.60 1.72 0.05
H 0.06 1.02 1.50
H 0.53 -1.07 -0.03
H 2.78 -1.79 -0.02
H 3.34 -0.02 0.32
```

Results
Net charge: +1
E_LUMO: -6.53 eV

Most stable: #iii. Least stable: #ii.

#i
# C6H13N

A 3-piece molecular cluster, C6H13N overall (wB97M-V/def2-TZVPD, the OMol25 dataset).

```
20
C6H13N | the OMol25 dataset | wB97M-V/def2-TZVPD
C 1.67 -0.99 -0.68
N 2.27 -1.15 0.60
C -2.27 -0.92 0.13
C -2.23 0.17 0.83
C 1.82 -0.03 1.40
C 0.86 0.82 0.56
C 1.34 0.50 -0.85
H 2.28 -1.38 -1.49
H 0.67 -1.47 -0.68
H -3.04 -1.37 -0.49
H -1.32 -1.37 0.48
H -3.55 1.21 -2.08
H -4.21 1.54 -2.23
H -1.84 0.19 1.85
H 2.72 0.55 1.63
H 1.38 -0.40 2.33
H 0.78 1.87 0.83
H -0.12 0.32 0.61
H 2.20 1.11 -1.15
H 0.60 0.78 -1.61
```

Results
Net charge: +1
E_LUMO (spin up / spin down): -8.83 / -8.07 eV
2S+1: 2

#ii
# C6H13N

An isolated ion of composition C6H13N and charge +1 (wB97M-V/def2-TZVPD, the OMol25 dataset).

```
20
C6H13N | the OMol25 dataset | wB97M-V/def2-TZVPD
C -0.75 1.03 0.30
C -0.81 -0.39 0.87
C 0.25 -0.75 1.88
C -0.06 -1.00 3.14
C -0.40 1.05 -1.19
N 0.86 0.46 -1.64
C 0.82 -0.43 -2.79
H 0.03 1.65 0.74
H -1.68 1.57 0.52
H -1.84 -0.66 1.18
H -0.80 -1.18 0.11
H 1.29 -0.67 1.59
H 0.60 -1.17 3.99
H -1.09 -0.88 3.50
H -1.22 0.55 -1.73
H -0.48 2.10 -1.50
H 1.59 0.21 -0.96
H -0.19 -0.49 -3.19
H 1.01 -1.44 -2.39
H 1.46 -0.08 -3.61
```

Results
Net charge: +1
E_LUMO (spin up / spin down): -3.05 / -7.89 eV
2S+1: 2

Most stable: #ii. Least stable: #i.

#i
# C4H13N3

A 2-piece molecular cluster, C4H13N3 overall (wB97M-V/def2-TZVPD, the OMol25 dataset).

```
20
C4H13N3 | the OMol25 dataset | wB97M-V/def2-TZVPD
H 4.49 -0.99 0.93
N 3.59 -0.77 0.47
C 2.84 -0.43 1.45
N 1.47 -0.34 1.36
C 0.82 0.72 2.08
H 3.24 -0.18 2.47
H 1.14 -0.54 0.41
H -0.23 0.53 2.36
H 1.40 0.79 3.02
H 0.86 1.74 1.58
C -1.77 0.69 -2.58
N -2.63 -0.18 -1.79
C -2.06 -0.62 -0.54
H -1.64 1.64 -2.05
H -0.70 0.29 -2.75
H -2.26 0.92 -3.51
H -2.78 -1.01 -2.32
H -1.13 -1.25 -0.60
H -2.85 -1.22 -0.07
H -1.81 0.23 0.10
```

Results
Net charge: 0
SMILES: [H]/N=C/NC.CNC
E_LUMO: 0.94 eV

#ii
# C4H13N3

A 2-piece molecular cluster, C4H13N3 overall (wB97M-V/def2-TZVPD, the OMol25 dataset).

```
20
C4H13N3 | the OMol25 dataset | wB97M-V/def2-TZVPD
C -1.43 -0.51 -1.00
C 1.39 0.00 0.84
C -1.42 1.60 0.11
C 2.14 1.12 0.17
N -0.72 0.65 -0.70
N -0.34 -1.40 -0.60
N -0.64 -2.67 -0.26
H 0.77 -0.74 0.02
H 0.05 -3.33 -0.59
H -0.90 -2.80 0.72
H -2.37 -0.70 -0.46
H -1.54 -0.69 -2.08
H 0.73 0.31 1.64
H 2.06 -0.78 1.22
H -1.93 2.34 -0.51
H -0.70 2.17 0.72
H -2.17 1.17 0.79
H 1.46 1.87 -0.24
H 2.74 0.78 -0.67
H 2.82 1.61 0.88
```

Results
Net charge: 0
E_LUMO (spin up / spin down): 0.03 / 0.16 eV

Most stable: #i. Least stable: #ii.

#i
# C4H13N3

An isolated molecule of C4H13N3 (wB97M-V/def2-TZVPD, the OMol25 dataset).

```
20
C4H13N3 | the OMol25 dataset | wB97M-V/def2-TZVPD
N 1.88 1.15 -1.28
C 0.55 1.46 -1.83
C -0.50 0.50 -1.29
N -0.68 0.32 0.12
C -1.13 -1.02 0.58
C -0.73 -1.13 2.09
N 0.66 -1.56 2.22
H 2.58 1.77 -1.66
H 1.97 1.33 -0.29
H 0.60 1.41 -2.92
H 0.31 2.50 -1.56
H -1.41 0.78 -1.86
H -0.31 -0.44 -1.83
H -1.32 1.02 0.48
H -2.16 -1.17 0.23
H -0.49 -1.73 0.06
H -0.67 -0.09 2.39
H -1.38 -1.88 2.53
H 0.91 -2.39 1.72
H 1.32 -0.84 2.11
```

Results
Net charge: 0
SMILES: NCCNCCN
E_LUMO: 1.15 eV

#ii
# C4H13N3

An isolated molecule of C4H13N3 (wB97M-V/def2-TZVPD, the OMol25 dataset).

```
20
C4H13N3 | the OMol25 dataset | wB97M-V/def2-TZVPD
N 1.57 1.30 -1.96
C 2.19 0.47 -0.93
C 1.30 -0.72 -0.58
N 0.39 -0.36 0.52
C -0.81 -1.15 0.66
C -1.84 -0.39 1.46
N -2.19 0.90 0.81
H 2.01 2.20 -2.10
H 0.60 1.42 -1.75
H 3.14 0.07 -1.27
H 2.32 1.01 -0.01
H 1.98 -1.50 -0.23
H 0.74 -1.16 -1.36
H 0.19 0.62 0.38
H -0.59 -2.06 1.22
H -1.21 -1.44 -0.33
H -1.45 -0.21 2.46
H -2.74 -1.00 1.61
H -2.75 0.65 0.00
H -2.86 1.36 1.42
```

Results
Net charge: 0
SMILES: NCCNCCN
E_LUMO: 1.09 eV

Most stable: #ii. Least stable: #i.